[1]
{"formula": "C30H42N2O2", "method": "ωB97M-V with the def2-TZVPD basis set", "species": ["O", "O", "N", "N", "C", "C", "C", "C", "C", "C", "C", "C", "C", "C", "C", "C", "C", "C", "C", "C", "C", "C", "C", "C", "C", "C", "C", "C", "C", "C", "C", "C", "C", "C", "H", "H", "H", "H", "H", "H", "H", "H", "H", "H", "H", "H", "H", "H", "H", "H", "H", "H", "H", "H", "H", "H", "H", "H", "H", "H", "H", "H", "H", "H", "H", "H", "H", "H", "H", "H", "H", "H", "H", "H", "H", "H"], "xyz": [[1.491, 0.877, 1.856], [3.320, 3.547, -1.526], [1.687, 3.449, 0.023], [1.414, 0.412, -0.397], [-2.535, 4.340, 1.164], [5.142, -3.646, 0.953], [0.028, 0.323, -0.595], [3.507, 0.925, 0.505], [2.024, 0.719, 0.776], [-5.629, -4.041, 2.146], [-2.426, 5.622, 1.675], [-5.128, -2.588, 0.139], [-2.198, -0.009, 0.255], [-1.543, 3.832, 0.344], [-4.230, 0.141, -1.232], [-1.883, 0.484, -2.052], [-0.833, 0.037, 0.462], [-4.275, -2.419, -1.115], [3.349, -2.102, -0.018], [4.261, -1.139, -0.777], [-0.516, 0.536, -1.862], [2.339, 0.372, -1.516], [-1.320, 6.395, 1.364], [3.728, 0.296, -0.873], [-4.785, -3.873, 0.889], [5.595, -5.096, 1.081], [-0.327, 5.888, 0.545], [2.934, 3.203, -0.426], [-4.624, -1.171, -1.925], [0.661, 4.032, -0.827], [-2.749, 0.217, -0.999], [3.808, 2.436, 0.557], [-0.433, 4.605, 0.025], [3.917, -3.521, 0.050], [5.237, -1.103, -0.289], [-4.977, -1.741, 0.809], [-2.284, 0.664, -3.039], [-3.727, -3.857, 1.161], [2.252, 1.280, -2.121], [-4.760, 0.229, -0.283], [-3.201, 6.018, 2.314], [-4.108, -1.223, -2.887], [-4.942, -4.730, 0.229], [-4.540, 0.974, -1.868], [4.853, 2.606, 0.295], [4.900, -3.254, 1.943], [0.537, 6.490, 0.303], [3.183, -1.739, 0.999], [4.414, -1.521, -1.789], [5.851, -5.503, 0.105], [4.174, -3.857, -0.958], [-4.416, -3.296, -1.753], [-6.185, -2.606, -0.141], [2.127, -0.493, -2.150], [0.252, 3.261, -1.494], [5.964, -3.053, 0.550], [1.144, 4.797, -1.441], [-6.687, -4.075, 1.893], [-5.698, -1.157, -2.123], [3.138, -4.187, 0.430], [4.437, 0.888, -1.457], [0.121, 0.755, -2.704], [3.627, 2.796, 1.571], [-1.630, 2.831, -0.052], [4.102, 0.439, 1.282], [-1.231, 7.396, 1.761], [-5.468, -3.209, 2.829], [-3.395, 3.731, 1.403], [-5.371, -4.963, 2.662], [-0.433, -0.133, 1.447], [-3.220, -2.383, -0.835], [-2.846, -0.225, 1.093], [4.803, -5.707, 1.509], [1.386, 3.091, 0.917], [2.376, -2.146, -0.511], [6.470, -5.169, 1.723]], "atomic_forces_ev_per_a": [[-0.1, 0.1, 0.2], [0.2, 0.0, -0.5], [-0.3, 0.2, 0.1], [0.0, -0.2, -0.2], [-0.1, 0.0, 0.1], [-0.1, -0.2, -0.2], [-0.4, 0.0, 0.1], [0.1, 0.1, 0.0], [0.4, -0.2, 0.2], [0.2, -0.1, -0.2], [-0.1, 0.0, 0.0], [0.4, -0.3, -0.2], [0.0, 0.0, -0.2], [0.1, 0.0, -0.1], [-0.1, -0.1, -0.2], [-0.1, 0.0, 0.1], [0.1, -0.1, 0.2], [-0.3, 0.2, 0.0], [0.2, -0.2, -0.3], [-0.3, 0.1, 0.1], [0.2, 0.0, 0.0], [0.2, 0.1, -0.4], [0.0, 0.1, 0.0], [0.2, -0.1, 0.0], [-0.2, 0.2, 0.1], [0.0, 0.2, 0.1], [0.0, 0.0, 0.0], [0.2, 0.0, 0.5], [0.1, -0.1, 0.1], [0.1, 0.0, -0.2], [-0.1, 0.1, 0.1], [0.0, 0.0, -0.1], [0.0, 0.0, 0.0], [0.0, 0.3, 0.3], [0.1, 0.0, 0.0], [-0.1, 0.1, 0.1], [0.0, 0.0, -0.1], [0.1, -0.1, -0.1], [0.0, -0.1, 0.0], [0.0, 0.1, 0.0], [-0.1, 0.0, 0.0], [-0.1, 0.0, -0.1], [0.1, 0.0, 0.0], [0.0, 0.0, 0.1], [-0.1, 0.0, 0.0], [0.0, 0.1, 0.0], [0.1, 0.1, 0.0], [-0.1, 0.0, 0.1], [0.1, 0.0, 0.0], [0.0, -0.1, -0.1], [0.0, -0.1, -0.1], [0.1, 0.0, 0.0], [-0.1, 0.1, 0.0], [0.0, 0.0, 0.0], [0.0, 0.2, 0.0], [0.0, 0.1, 0.1], [-0.1, -0.1, 0.0], [-0.1, 0.0, 0.0], [0.0, 0.0, -0.1], [0.0, -0.1, -0.1], [-0.1, 0.0, 0.0], [0.1, 0.0, -0.1], [0.0, 0.0, 0.0], [0.0, -0.2, -0.1], [-0.1, 0.0, 0.0], [0.0, 0.1, 0.0], [0.0, 0.1, 0.1], [-0.1, -0.1, 0.0], [0.0, -0.1, 0.1], [0.0, 0.0, 0.0], [0.1, -0.1, 0.0], [-0.1, 0.0, 0.1], [-0.1, -0.1, 0.0], [0.1, 0.0, 0.1], [-0.1, 0.1, 0.0], [0.1, -0.1, 0.0]], "e_tot_ha": -1428.42664, "mol_weight_da": 462.678, "max_force_ev_per_a": 0.59, "smiles": "CCCCCCc1ccc(N2C[C@H](CCCCC)[C@@H](CC(=O)NCc3ccccc3)C2=O)cc1", "charge": 0}

=====

[2]
{"formula": "C30H42N4OP2Pt", "method": "ωB97M-V with the def2-TZVPD basis set", "species": ["Pt", "P", "P", "O", "N", "N", "N", "N", "C", "C", "C", "C", "C", "C", "C", "C", "C", "C", "C", "C", "C", "C", "C", "C", "C", "C", "C", "C", "C", "C", "C", "C", "C", "C", "C", "C", "C", "C", "H", "H", "H", "H", "H", "H", "H", "H", "H", "H", "H", "H", "H", "H", "H", "H", "H", "H", "H", "H", "H", "H", "H", "H", "H", "H", "H", "H", "H", "H", "H", "H", "H", "H", "H", "H", "H", "H", "H", "H", "H", "H"], "xyz": [[-0.476, -2.746, 3.230], [1.649, -1.104, -1.450], [-2.091, -0.138, -1.603], [-1.141, -1.201, 4.305], [-2.130, 1.398, -2.491], [-3.555, -0.744, -2.392], [2.190, -2.358, -2.543], [3.060, -0.020, -1.910], [-3.966, -2.075, -2.209], [4.243, 0.086, -1.156], [-0.885, -0.939, -2.763], [-1.255, 1.581, 1.178], [3.034, -3.497, -4.299], [-1.828, 1.653, -3.826], [-0.502, -1.988, 6.446], [1.382, -2.084, 3.344], [4.499, 1.301, -3.058], [1.307, 0.746, 1.254], [2.468, -3.654, -2.118], [2.990, -4.362, -3.172], [-5.213, -1.180, -3.883], [-2.395, 3.617, -2.875], [1.843, 1.524, 2.207], [-2.026, 2.992, -4.097], [-1.018, 2.226, 3.633], [0.036, 1.009, 0.508], [2.546, -2.278, -3.891], [-4.328, -0.207, -3.428], [-2.486, 2.630, -1.906], [1.281, 2.861, 2.538], [-4.975, -2.354, -3.099], [5.133, 0.901, -1.848], [0.516, -0.286, -2.668], [3.245, 0.726, -3.065], [-0.460, -0.800, 5.528], [0.240, 2.997, 3.706], [-1.474, 1.449, 2.655], [-1.142, 0.370, 6.252], [-5.493, -3.311, -3.165], [-5.942, -1.077, -4.674], [-0.725, 0.356, 7.269], [0.864, 3.344, 1.639], [0.234, 1.757, -0.300], [2.057, -2.192, 2.496], [4.307, -0.398, -0.198], [0.579, -0.432, 5.364], [-2.019, 0.537, 2.985], [2.209, -3.904, -1.102], [-1.695, 2.446, 4.486], [1.288, -1.021, 3.680], [0.923, -0.290, -3.695], [1.545, -2.756, 4.202], [-4.235, 0.815, -3.762], [-2.537, 4.683, -2.687], [2.457, 0.836, -3.812], [-1.453, 0.888, -4.501], [-0.874, 1.363, 5.854], [6.133, 1.186, -1.512], [-1.314, 2.638, 0.878], [2.155, 3.429, 2.885], [2.387, -1.379, -4.487], [-1.541, -2.323, 6.495], [3.363, -3.760, -5.307], [0.466, 0.770, -2.336], [-0.242, 0.047, 0.052], [-2.751, 2.657, -0.844], [-0.172, -1.660, 7.440], [1.747, -0.249, 1.053], [-1.238, -0.919, -3.804], [4.899, 1.940, -3.840], [-1.899, 3.474, -5.068], [-0.869, -1.997, -2.444], [-2.230, 0.261, 6.334], [-0.014, 4.058, 3.813], [-3.472, -2.650, -1.433], [0.759, 2.725, 4.648], [0.141, -2.776, 6.047], [3.294, -5.407, -3.123], [-2.081, 1.096, 0.656], [2.670, 1.142, 2.784]], "atomic_forces_ev_per_a": [[-1.1, 0.9, -0.5], [2.1, 0.8, -3.0], [-1.1, 0.7, -2.7], [0.2, 0.1, 0.9], [0.3, 0.8, 0.6], [-0.7, -0.8, -0.3], [-0.2, -0.9, -0.2], [0.1, 0.1, 1.1], [0.1, 1.0, -0.1], [-0.4, 0.7, -1.2], [0.3, -0.3, 0.6], [1.3, 0.1, 0.0], [-0.2, 0.4, 0.1], [0.0, 0.4, -0.2], [0.4, -0.1, 0.2], [0.3, 0.5, 0.8], [-0.5, -0.4, 0.2], [0.3, -0.3, 1.2], [-0.1, 0.5, -0.4], [-0.1, -0.4, 0.6], [0.9, 0.2, 0.9], [-0.3, -0.2, 1.0], [-1.3, -1.0, -0.8], [0.3, -0.5, 0.2], [-0.7, 0.6, 0.3], [0.0, 0.6, -0.8], [-0.2, -0.1, -0.1], [-0.4, -0.9, 0.0], [0.3, -0.3, -0.5], [-0.1, 0.9, 0.7], [0.1, -0.2, 0.2], [-0.3, -0.5, 0.6], [-0.5, 0.3, 0.1], [-0.1, 0.3, -0.1], [-0.6, 0.8, -0.5], [0.8, 0.7, -0.7], [-0.3, -1.3, 0.1], [0.2, 0.4, 0.2], [0.2, 0.4, 0.0], [0.1, 0.1, 0.1], [-0.2, 0.1, -0.1], [0.3, -0.2, 0.3], [0.1, -0.8, 0.1], [-0.1, -0.3, 0.2], [0.1, 0.0, 0.1], [-0.4, -0.6, -0.3], [-0.7, 1.2, -0.3], [0.2, -0.3, 0.0], [0.8, -1.1, -0.1], [0.3, -1.0, -0.6], [0.0, 0.0, 0.8], [1.2, 0.3, -0.2], [0.2, -0.1, 0.2], [-0.1, -0.5, -0.2], [0.5, 0.0, 0.4], [-0.4, 0.2, 0.3], [-0.3, -0.7, 0.0], [-0.5, -0.2, -0.1], [0.0, -0.2, 0.4], [-0.3, 0.4, -0.3], [0.2, -0.4, 0.4], [0.2, -0.1, 0.1], [-0.1, 0.2, 0.5], [-0.1, -0.4, -0.3], [0.1, 0.3, 0.0], [0.1, 0.1, -0.7], [0.0, -0.5, -0.2], [-0.1, 0.7, 0.3], [-0.1, -0.1, 0.5], [-0.1, -0.2, 0.2], [0.1, -0.2, 0.4], [0.1, 0.2, -0.3], [0.2, 0.0, -0.2], [0.3, 0.1, 0.0], [-0.3, -0.1, -0.2], [-0.3, 0.0, -0.3], [-0.2, -0.1, 0.3], [-0.1, 0.4, -0.1], [-0.1, 0.0, 0.3], [0.3, 0.1, 0.0]], "s2": 2.01, "e_tot_ha": -2264.33881, "mol_weight_da": 731.719, "spin_multiplicity": 3, "max_force_ev_per_a": 3.76, "charge": 0}

=====

[3]
{"formula": "C30H43BrN2P2Pd", "method": "ωB97M-V with the def2-TZVPD basis set", "species": ["Pd", "Br", "P", "P", "N", "N", "C", "C", "C", "C", "C", "C", "C", "C", "C", "C", "C", "C", "C", "C", "C", "C", "C", "C", "C", "C", "C", "C", "C", "C", "C", "C", "C", "C", "C", "C", "H", "H", "H", "H", "H", "H", "H", "H", "H", "H", "H", "H", "H", "H", "H", "H", "H", "H", "H", "H", "H", "H", "H", "H", "H", "H", "H", "H", "H", "H", "H", "H", "H", "H", "H", "H", "H", "H", "H", "H", "H", "H", "H"], "xyz": [[-0.518, -2.295, 0.479], [1.105, 4.137, 1.608], [-1.528, 2.412, -0.515], [0.225, -2.084, -1.453], [3.947, 0.762, -0.265], [-1.143, -5.128, 5.844], [-2.491, 3.476, -3.060], [1.191, 0.078, 1.523], [-0.873, -3.660, 3.514], [4.411, 0.650, 0.982], [-1.307, 3.341, -2.106], [1.260, 1.389, 1.105], [-1.454, -5.683, 4.672], [-0.709, -2.790, 2.373], [2.336, -0.914, -2.987], [-0.911, -1.370, -4.071], [-2.943, 1.264, -0.779], [4.475, 1.679, -1.079], [5.422, 1.484, 1.487], [-0.020, 2.014, 3.119], [-3.450, 4.469, 0.047], [0.002, -4.404, -3.027], [-0.296, 0.680, 3.381], [1.510, -0.804, -1.710], [-2.238, 3.713, 0.589], [-0.391, -1.525, 2.227], [0.826, -3.733, -1.938], [-1.090, -1.431, -2.561], [-3.821, 0.983, 0.437], [0.227, -0.284, 2.494], [0.691, 2.348, 1.950], [-0.687, -3.885, 5.913], [5.488, 2.562, -0.663], [-0.519, -3.106, 4.769], [-1.322, -4.989, 3.457], [5.974, 2.452, 0.646], [-4.429, 0.094, 0.227], [-3.222, 0.772, 1.333], [3.121, -1.667, -2.865], [3.953, -0.111, 1.617], [0.404, -4.198, -4.028], [-2.199, 4.141, -3.882], [0.041, -5.490, -2.876], [-3.168, 5.182, -0.739], [-1.995, -1.995, -2.304], [-4.514, 1.807, 0.649], [1.764, 1.678, 0.187], [-2.479, 0.318, -1.096], [-0.915, 4.333, -1.828], [-1.559, -5.486, 2.518], [-2.769, 2.512, -3.503], [-3.896, 5.047, 0.867], [-0.109, -2.100, 4.850], [5.729, 1.350, 2.520], [5.860, 3.299, -1.373], [-3.372, 3.923, -2.583], [-0.947, 0.376, 4.193], [-0.441, -3.469, 6.893], [-0.215, -0.587, -4.384], [-1.889, -1.111, -4.486], [0.784, -4.328, -1.013], [1.816, -0.683, 1.061], [1.738, -1.158, -3.869], [4.075, 1.724, -2.103], [-0.482, 2.807, -2.608], [-3.534, 1.627, -1.630], [-1.406, 4.401, 0.809], [-0.608, -2.320, -4.523], [6.769, 3.111, 0.998], [-0.310, 2.817, 3.799], [-1.823, -6.709, 4.698], [2.824, 0.057, -3.160], [-1.227, -0.398, -2.201], [2.183, -0.770, -0.847], [-1.058, -4.112, -3.011], [-2.479, 3.213, 1.539], [1.878, -3.655, -2.224], [-4.232, 3.798, -0.335], [0.957, 0.150, -1.690]], "atomic_forces_ev_per_a": [[-1.3, -1.7, 1.3], [0.2, 0.6, -0.1], [0.5, 0.1, 0.6], [0.5, 2.1, -2.8], [0.2, -0.2, -0.1], [-0.3, -0.8, 0.6], [0.1, 0.3, -0.3], [-0.3, 0.5, -0.2], [0.1, -0.1, 0.5], [0.6, 0.8, -0.1], [0.0, -0.3, -0.1], [0.2, 0.3, 0.9], [0.3, 0.9, -0.4], [0.2, 2.9, 1.2], [0.3, 0.3, 0.0], [-0.4, 0.1, -0.4], [0.0, 0.0, -0.6], [0.4, 0.3, 0.5], [-0.4, -0.3, -0.3], [0.8, 0.6, -0.4], [-0.2, 0.3, 0.4], [-0.1, -0.6, -0.4], [0.1, -0.3, -0.9], [0.2, -0.1, -0.1], [0.0, -0.1, -0.2], [0.0, -3.4, 2.3], [0.2, -0.2, -0.1], [0.2, -0.3, -0.5], [-0.1, -0.1, 0.0], [-0.1, 1.2, -0.1], [-0.2, -0.7, 0.8], [0.1, 0.4, -1.0], [-0.4, -0.5, 0.0], [-0.3, -0.7, 0.1], [0.0, 0.0, 0.7], [-0.2, -0.1, -0.2], [0.1, 0.2, 0.2], [-0.1, 0.1, -0.2], [-0.1, 0.1, -0.2], [0.1, 0.2, -0.2], [-0.2, 0.0, 0.3], [-0.1, -0.1, 0.0], [-0.1, 0.2, -0.2], [-0.1, -0.2, 0.1], [0.1, 0.2, -0.1], [0.2, -0.1, 0.1], [0.1, 0.0, 0.4], [-0.3, 0.3, 0.1], [-0.1, -0.3, 0.0], [0.0, 0.3, 0.2], [0.0, 0.2, 0.1], [0.0, 0.0, -0.2], [-0.2, -0.2, -0.2], [0.1, 0.1, -0.2], [0.0, -0.1, 0.3], [0.2, -0.2, -0.1], [-0.1, 0.1, -0.2], [-0.1, -0.3, -0.2], [0.0, -0.1, 0.1], [0.1, 0.0, -0.3], [0.1, 0.2, -0.3], [-0.7, 0.0, -0.2], [0.1, 0.0, 0.1], [0.2, 0.0, 0.5], [-0.2, 0.3, 0.0], [-0.2, -0.2, 0.2], [-0.4, -0.2, -0.1], [0.0, 0.2, 0.1], [-0.3, -0.2, -0.1], [-0.1, -0.3, -0.2], [0.1, 0.2, 0.0], [0.0, -0.4, -0.1], [0.0, -0.5, 0.1], [-0.2, 0.0, -0.4], [0.3, -0.1, 0.0], [0.0, 0.1, -0.2], [0.0, -0.1, 0.0], [0.3, 0.2, 0.0], [0.0, -0.3, 0.1]], "e_tot_ha": -4662.90701, "mol_weight_da": 679.960, "max_force_ev_per_a": 4.15, "charge": 0}